1.
{"formula": "C6H4N4O2", "method": "ωB97M-V/def2-TZVPD", "symbols": ["O", "C", "N", "N", "C", "C", "C", "N", "C", "C", "N", "O", "H", "H", "H", "H"], "coordinates": [[3.659, -1.066, 0.214], [2.771, -0.314, 0.046], [2.596, 1.012, -0.076], [1.289, 1.477, 0.020], [0.643, 0.317, -0.151], [-0.871, 0.090, -0.081], [-1.439, -1.184, -0.118], [-2.698, -1.339, 0.097], [-3.522, -0.257, 0.057], [-2.908, 0.981, 0.069], [-1.626, 1.142, 0.033], [1.406, -0.808, -0.210], [3.355, 1.625, 0.322], [-0.808, -2.036, -0.010], [-4.609, -0.404, 0.094], [-3.433, 1.966, 0.102]], "atomic_forces_ev_per_a": [[1.00, -0.05, 0.18], [-2.43, -1.12, -1.01], [2.57, 2.13, 1.56], [-1.34, -3.66, -1.00], [-0.76, 1.22, 0.89], [2.04, 0.04, -0.71], [1.72, 0.69, 1.36], [-3.28, -0.10, -0.79], [1.12, -0.71, 0.42], [-2.52, 1.59, -0.17], [1.79, 1.00, -0.05], [0.62, 1.64, 0.40], [-1.35, -0.82, -0.80], [0.38, -0.70, -0.41], [0.62, -0.01, 0.09], [-0.16, -1.14, 0.04]], "relative_energy_ev": 1.650, "homo_energy_ev": -9.47, "lumo_energy_ha": -0.013, "smiles": "O=c1[nH]nc(-c2cnccn2)o1", "charge": 0, "homo_lumo_gap_ev": 9.13}

---

2.
{"formula": "C9H13N2O9PdSSeSi", "method": "ωB97M-V/def2-TZVPD", "symbols": ["Pd", "O", "S", "O", "O", "O", "O", "C", "O", "C", "C", "C", "C", "C", "N", "H", "H", "H", "H", "C", "Si", "C", "C", "Se", "H", "H", "H", "H", "H", "H", "H", "H", "H", "O", "N", "O", "O"], "coordinates": [[-0.663, -0.661, -0.361], [1.340, 2.298, 2.067], [0.638, 1.385, 1.204], [1.376, 0.180, 0.825], [0.418, 2.145, -0.180], [-0.712, 1.024, 1.607], [-3.426, -3.736, -1.272], [-2.640, -2.938, -0.783], [-2.006, -2.028, -1.429], [-2.387, -3.006, 0.719], [-2.840, -4.097, 1.447], [-2.588, -4.136, 2.806], [-1.907, -3.083, 3.401], [-1.502, -2.026, 2.602], [-1.737, -1.997, 1.296], [-3.372, -4.880, 0.927], [-2.917, -4.981, 3.400], [-1.687, -3.079, 4.459], [-0.971, -1.169, 3.000], [2.794, 1.751, -1.744], [1.558, 2.987, -1.100], [0.526, 3.711, -2.479], [2.340, 4.342, -0.079], [-2.397, 0.670, -1.408], [3.362, 2.167, -2.580], [2.292, 0.840, -2.075], [3.496, 1.465, -0.959], [1.125, 4.362, -3.119], [-0.299, 4.299, -2.073], [0.110, 2.919, -3.104], [2.595, 5.197, -0.712], [3.246, 3.991, 0.415], [1.658, 4.675, 0.703], [0.876, -2.508, -0.240], [1.319, -2.178, -1.356], [2.232, -2.738, -1.916], [0.749, -1.168, -1.910]], "atomic_forces_ev_per_a": [[-0.18, -1.42, 0.07], [0.04, 0.00, 0.04], [0.23, -0.18, 0.31], [0.04, 0.01, -0.14], [-0.09, 0.61, -0.28], [-0.34, 0.35, 0.25], [0.02, -0.06, 0.09], [-0.08, 0.05, -0.09], [-0.02, -0.03, 0.01], [-0.02, -0.07, 0.08], [0.01, 0.04, 0.00], [0.01, 0.01, 0.04], [-0.03, -0.02, -0.08], [0.09, 0.13, 0.14], [0.00, 0.22, -0.28], [0.00, 0.01, -0.02], [0.00, 0.00, 0.01], [0.01, 0.01, 0.01], [-0.01, -0.01, -0.01], [0.02, 0.17, 0.02], [-0.03, -0.30, 0.11], [0.01, -0.05, 0.06], [0.01, 0.00, -0.08], [0.16, 0.24, 0.09], [0.03, -0.01, -0.01], [-0.05, 0.02, -0.03], [-0.01, -0.01, 0.02], [0.04, 0.01, -0.01], [-0.01, 0.01, 0.00], [-0.03, -0.02, 0.00], [0.04, 0.01, 0.00], [0.00, -0.02, 0.02], [-0.05, 0.00, -0.02], [-0.01, -0.12, 0.14], [-0.10, 0.28, -0.05], [0.03, -0.12, 0.01], [0.29, 0.29, -0.43]], "relative_energy_ev": 0.791, "homo_energy_ev": [-6.05, -6.37], "lumo_energy_ha": [0.096, 0.006], "s_squared": 6.01, "multiplicity": 5, "charge": -1, "homo_lumo_gap_ev": [8.68, 6.53]}

---

3.
{"formula": "C25H26MnN6OS", "method": "ωB97M-V/def2-TZVPD", "symbols": ["Mn", "N", "C", "C", "N", "C", "C", "N", "C", "C", "N", "H", "H", "H", "H", "H", "H", "S", "C", "N", "C", "C", "C", "C", "C", "C", "C", "C", "C", "C", "C", "C", "C", "C", "H", "H", "H", "H", "H", "H", "H", "H", "H", "H", "H", "C", "N", "C", "C", "C", "O", "H", "H", "H", "H", "H", "H", "H", "H", "H"], "coordinates": [[-1.004, -1.189, -0.796], [-0.020, -4.852, -2.683], [-0.732, -5.478, -1.677], [-0.989, -4.517, -0.749], [-0.439, -3.327, -1.162], [0.120, -3.559, -2.327], [0.729, -2.457, -3.069], [0.480, -1.228, -2.701], [1.222, -0.418, -3.522], [1.919, -1.187, -4.405], [1.593, -2.496, -4.110], [0.251, -5.268, -3.556], [-0.994, -6.519, -1.728], [-1.534, -4.587, 0.175], [1.201, 0.654, -3.416], [2.594, -0.937, -5.204], [2.006, -3.311, -4.527], [-3.073, -1.092, -2.182], [-3.887, -2.033, -1.030], [-4.407, -2.678, -0.220], [1.606, 5.575, -1.559], [0.330, 5.338, -2.048], [-0.276, 4.109, -1.836], [0.358, 3.088, -1.125], [1.653, 3.339, -0.656], [2.264, 4.565, -0.868], [-0.352, 1.789, -0.981], [-0.083, 0.701, -0.241], [0.932, 0.690, 0.832], [0.850, 1.571, 1.920], [1.736, 1.497, 2.984], [2.742, 0.536, 2.999], [2.835, -0.352, 1.935], [1.934, -0.285, 0.882], [2.088, 6.531, -1.721], [-0.193, 6.110, -2.599], [-1.272, 3.928, -2.226], [2.195, 2.565, -0.135], [3.267, 4.730, -0.493], [-1.209, 1.730, -1.657], [0.078, 2.333, 1.908], [1.649, 2.203, 3.803], [3.440, 0.480, 3.825], [3.608, -1.111, 1.928], [2.010, -1.002, 0.069], [-3.181, 0.417, 1.779], [-2.134, -0.034, 2.690], [-2.017, 0.654, 3.963], [-1.353, -1.075, 2.372], [-0.380, -1.570, 3.403], [-1.425, -1.622, 1.262], [-4.112, 0.522, 2.337], [-3.325, -0.317, 0.993], [-2.911, 1.374, 1.330], [-2.576, 1.585, 3.895], [-0.980, 0.904, 4.180], [-2.429, 0.067, 4.788], [-0.899, -1.901, 4.304], [0.321, -0.782, 3.681], [0.174, -2.399, 2.973]], "atomic_forces_ev_per_a": [[0.04, 0.59, 0.12], [-0.05, -0.07, 0.08], [-0.01, 0.07, -0.02], [0.10, 0.03, -0.03], [-0.21, -0.11, 0.07], [0.21, 0.24, -0.25], [-0.13, -0.39, 0.15], [0.02, 0.07, -0.01], [-0.03, -0.11, 0.01], [-0.04, -0.01, 0.01], [0.05, 0.12, 0.01], [0.00, -0.01, 0.00], [0.00, -0.01, 0.00], [-0.02, 0.00, -0.01], [0.00, 0.01, 0.00], [0.01, 0.01, 0.01], [-0.02, 0.00, -0.02], [-0.15, -0.21, 0.32], [0.25, 0.15, -0.26], [-0.05, -0.03, 0.02], [0.01, -0.01, 0.01], [0.00, -0.03, 0.01], [-0.07, 0.06, 0.02], [-0.05, -0.09, 0.10], [0.04, -0.04, -0.05], [-0.02, 0.02, -0.01], [0.08, 0.10, -0.18], [0.15, -0.02, 0.11], [-0.15, -0.01, 0.01], [-0.07, 0.02, 0.06], [0.03, 0.00, -0.03], [-0.03, 0.01, -0.02], [-0.03, 0.02, -0.01], [0.08, -0.05, -0.06], [0.00, 0.00, 0.00], [-0.01, 0.00, 0.00], [0.00, 0.00, 0.00], [0.01, 0.00, 0.00], [0.01, 0.00, -0.01], [0.05, -0.03, -0.05], [0.00, -0.01, 0.01], [0.00, 0.00, 0.00], [0.00, 0.01, 0.00], [0.00, 0.00, 0.01], [-0.02, 0.01, 0.00], [0.05, 0.01, 0.00], [-0.03, -0.13, -0.01], [-0.01, 0.06, -0.01], [-0.08, 0.28, -0.08], [0.04, -0.02, 0.00], [0.02, -0.49, -0.04], [0.00, 0.01, -0.02], [-0.02, -0.01, 0.02], [0.01, 0.00, 0.00], [0.01, -0.01, 0.01], [0.01, -0.01, 0.01], [0.00, -0.01, -0.01], [-0.01, 0.02, 0.00], [0.03, -0.01, -0.02], [-0.01, -0.01, 0.01]], "homo_energy_ev": [-6.66, -7.15], "lumo_energy_ha": [-0.003, -0.003], "s_squared": 8.76, "multiplicity": 6, "charge": 0, "homo_lumo_gap_ev": [6.57, 7.06]}

---

4.
{"formula": "C33H92N10O9", "method": "ωB97M-V/def2-TZVPD", "symbols": ["C", "C", "C", "O", "C", "N", "H", "H", "H", "H", "H", "H", "H", "H", "H", "H", "H", "C", "C", "C", "O", "C", "N", "H", "H", "H", "H", "H", "H", "H", "H", "H", "H", "H", "C", "C", "C", "O", "C", "N", "H", "H", "H", "H", "H", "H", "H", "H", "H", "H", "H", "C", "C", "C", "O", "C", "N", "H", "H", "H", "H", "H", "H", "H", "H", "H", "H", "H", "C", "C", "C", "O", "C", "N", "H", "H", "H", "H", "H", "H", "H", "H", "H", "H", "H", "C", "C", "C", "O", "C", "N", "H", "H", "H", "H", "H", "H", "H", "H", "H", "H", "H", "C", "C", "C", "O", "C", "N", "H", "H", "H", "H", "H", "H", "H", "H", "H", "H", "H", "C", "C", "C", "O", "C", "N", "H", "H", "H", "H", "H", "H", "H", "H", "H", "H", "H", "C", "O", "N", "N", "H", "H", "H", "H"], "coordinates": [[-1.539, -4.040, 2.900], [-2.221, -3.829, 1.536], [-3.147, -2.592, 1.449], [-3.508, -2.165, 0.112], [-4.455, -3.069, -0.514], [-1.157, -3.779, 0.576], [-0.735, -3.309, 2.987], [-1.188, -5.060, 3.056], [-2.235, -3.872, 3.721], [-2.695, -4.741, 1.174], [-2.625, -1.742, 1.889], [-4.017, -2.771, 2.081], [-4.849, -2.739, -1.475], [-5.292, -3.273, 0.153], [-3.973, -4.036, -0.656], [-1.488, -3.482, -0.331], [-0.467, -3.096, 0.855], [7.901, 1.454, 3.122], [6.678, 2.423, 2.921], [5.342, 1.740, 2.545], [4.418, 2.827, 2.446], [3.158, 2.512, 1.826], [6.524, 3.157, 4.154], [8.814, 2.050, 3.124], [7.890, 0.642, 2.395], [7.750, 0.964, 4.084], [6.862, 3.113, 2.098], [4.982, 1.042, 3.301], [5.354, 1.160, 1.622], [2.510, 1.996, 2.535], [3.329, 1.911, 0.933], [2.711, 3.413, 1.408], [6.078, 2.535, 4.813], [5.804, 3.854, 4.028], [2.528, 1.140, -3.760], [2.333, 2.596, -3.268], [1.149, 3.254, -4.010], [0.954, 4.635, -3.635], [0.044, 5.217, -4.490], [1.955, 2.602, -1.866], [1.584, 0.688, -4.065], [2.809, 0.604, -2.854], [3.212, 0.836, -4.552], [3.236, 3.175, -3.464], [0.198, 2.768, -3.793], [1.213, 3.058, -5.080], [-0.849, 4.592, -4.501], [0.339, 5.066, -5.529], [-0.270, 6.241, -4.285], [1.582, 3.537, -1.793], [2.859, 2.844, -1.486], [5.511, -2.014, 1.581], [5.692, -1.483, 0.146], [7.101, -1.651, -0.442], [7.289, -0.975, -1.633], [8.593, -1.052, -2.200], [4.920, -2.132, -0.827], [4.564, -1.720, 2.034], [6.313, -1.767, 2.277], [5.468, -3.103, 1.576], [5.510, -0.414, 0.029], [7.419, -2.676, -0.634], [7.734, -1.154, 0.293], [8.687, -0.228, -2.908], [8.559, -1.999, -2.738], [9.326, -1.020, -1.394], [5.573, -1.950, -1.576], [4.991, -3.133, -0.715], [-0.213, -1.781, -2.674], [-0.670, -2.988, -3.626], [-2.110, -3.411, -3.271], [-2.615, -4.330, -4.253], [-3.967, -4.527, -3.923], [-0.566, -2.634, -5.069], [0.825, -1.804, -2.341], [-0.728, -1.793, -1.713], [-0.362, -0.785, -3.091], [-0.017, -3.851, -3.502], [-2.705, -2.508, -3.139], [-2.115, -3.763, -2.239], [-4.501, -3.620, -3.640], [-4.127, -5.191, -3.074], [-4.601, -4.968, -4.693], [-0.127, -3.399, -5.560], [-1.549, -2.538, -5.281], [-4.347, 1.004, 1.554], [-3.221, 1.951, 1.953], [-3.033, 3.144, 0.915], [-2.211, 2.699, -0.097], [-2.217, 3.471, -1.282], [-3.481, 2.398, 3.286], [-5.228, 1.463, 1.107], [-4.694, 0.412, 2.401], [-4.036, 0.388, 0.710], [-2.257, 1.471, 2.124], [-2.561, 4.067, 1.253], [-4.016, 3.387, 0.510], [-1.285, 3.289, -1.816], [-2.096, 4.539, -1.100], [-3.033, 3.184, -1.945], [-2.830, 3.144, 3.483], [-3.236, 1.711, 3.984], [-5.935, 2.405, -3.131], [-5.516, 1.764, -4.386], [-4.661, 0.548, -4.157], [-3.438, 0.936, -3.533], [-3.256, 0.428, -2.214], [-6.726, 1.292, -5.091], [-5.125, 2.502, -2.408], [-6.676, 1.911, -2.502], [-6.413, 3.369, -3.305], [-5.045, 2.507, -5.030], [-4.418, -0.020, -5.055], [-5.246, -0.187, -3.606], [-2.241, 0.756, -1.990], [-3.369, -0.654, -2.141], [-3.811, 1.065, -1.525], [-7.147, 0.689, -4.399], [-6.537, 0.626, -5.827], [-0.758, -0.392, 4.214], [-1.942, -0.887, 4.994], [-1.566, -1.404, 6.422], [-1.426, -0.309, 7.452], [-1.009, -0.798, 8.764], [-2.909, 0.182, 5.018], [-0.204, 0.374, 4.757], [-1.027, -0.038, 3.218], [-0.048, -1.207, 4.076], [-2.467, -1.663, 4.438], [-0.608, -1.899, 6.266], [-2.262, -2.182, 6.736], [-0.185, -1.491, 8.592], [-1.747, -1.259, 9.421], [-0.533, -0.035, 9.380], [-3.796, -0.082, 5.424], [-2.525, 0.588, 5.859], [0.673, -0.342, 0.466], [0.491, -1.479, 0.877], [-0.222, 0.606, 0.463], [1.815, 0.120, -0.033], [-1.173, 0.367, 0.708], [-0.192, 1.478, -0.045], [2.027, 1.069, -0.307], [2.445, -0.665, -0.114]], "atomic_forces_ev_per_a": [[-1.15, 0.30, 0.07], [0.43, -0.49, -0.88], [0.35, -0.07, 0.05], [-0.77, -0.91, 0.04], [0.80, -0.31, 1.09], [1.06, 0.04, -0.54], [0.14, -0.14, 0.08], [0.26, 0.12, -0.43], [-0.16, 0.18, 0.13], [-1.08, -0.10, 0.81], [0.15, 0.14, -0.13], [-0.53, 0.04, -0.15], [0.40, 0.57, 0.16], [-0.23, 0.25, 0.14], [0.07, -0.15, -0.26], [-0.09, 0.07, -0.05], [0.20, 0.26, -0.18], [-1.69, 0.43, -0.20], [0.21, -1.41, -0.32], [-0.26, 0.64, 0.01], [-0.49, -0.08, -0.53], [1.15, 0.02, -0.12], [-0.06, 0.61, 0.41], [0.02, -0.31, -0.02], [0.33, 0.19, -0.33], [0.26, 0.09, 0.21], [0.23, 0.11, 0.10], [0.15, -0.19, 0.50], [0.29, 0.17, -0.38], [-0.23, -0.04, -0.08], [0.16, -0.40, 0.19], [-0.02, 0.29, 0.60], [0.16, -0.32, 0.39], [-0.05, 0.36, -0.25], [-0.56, -0.37, 0.81], [-1.37, -0.46, -2.35], [-0.05, -0.12, 0.15], [1.48, -0.53, 0.15], [-1.31, -0.95, -1.13], [0.88, 0.83, 0.16], [-0.34, 0.13, 0.13], [0.20, -0.30, -0.14], [0.37, 0.87, -0.01], [0.03, 0.16, 0.02], [-0.08, -0.54, 0.57], [0.53, 0.76, -0.45], [-0.77, 0.05, 0.36], [0.53, 0.70, -0.34], [0.63, -0.06, 0.34], [-0.90, 0.41, 0.56], [0.68, -0.49, 1.29], [0.02, -0.14, -0.40], [1.81, 0.08, 0.72], [1.98, 0.86, 2.55], [-1.02, 1.56, -1.05], [-1.44, -0.52, 0.34], [-1.99, -0.78, -1.56], [-0.03, 0.33, -0.18], [0.09, 0.36, -0.16], [0.11, -0.19, -0.24], [-0.18, 0.23, 0.52], [-0.22, -0.58, 0.69], [0.88, -0.34, 0.35], [0.12, -0.03, 0.19], [0.93, -0.17, -0.16], [0.34, -0.01, -0.24], [-1.30, -0.24, -1.63], [-0.20, -0.34, 0.27], [-0.23, -0.91, -0.07], [0.75, 0.93, 0.37], [1.53, 0.43, 0.01], [-0.71, 0.88, 1.15], [-1.26, -0.60, 0.22], [-0.25, 0.47, 1.46], [0.23, -0.37, -0.51], [-0.45, -0.15, 0.04], [-0.26, -0.22, -0.42], [0.06, 0.04, 0.50], [-0.49, 0.27, -0.84], [0.02, -0.93, -0.04], [0.28, 0.50, -0.11], [0.47, -0.20, 0.35], [0.68, -0.05, -0.65], [-0.51, -0.02, -0.26], [0.18, -0.07, -1.28], [0.32, -0.31, -1.13], [0.29, 0.72, -0.16], [-0.69, -0.77, 0.99], [0.96, -0.99, -1.44], [0.97, -0.11, -0.01], [-0.88, 2.44, 1.03], [-0.07, 0.77, 0.46], [0.27, -0.16, -0.09], [0.27, -0.62, 0.28], [0.24, -0.64, -1.44], [-0.27, 0.11, 1.02], [-0.35, 0.20, 0.04], [0.08, -0.59, -0.06], [-0.79, 0.26, 0.28], [-0.27, 0.40, 0.06], [0.01, 0.48, 0.10], [-0.17, -0.64, -0.29], [-0.46, 1.15, 1.93], [-0.66, -1.19, -1.74], [1.22, 0.20, 0.30], [-0.55, -0.90, -0.18], [1.00, 1.54, -0.45], [-0.60, 0.09, 0.39], [0.31, 0.46, -0.37], [-0.27, -0.85, -0.48], [0.34, 0.22, -0.10], [0.38, -0.13, 0.06], [0.09, 0.42, -0.56], [0.00, 0.04, 0.78], [0.29, -0.69, 0.18], [-0.21, 0.15, 0.24], [-0.71, -0.72, 0.34], [-0.72, -0.03, 0.19], [0.54, 0.19, -0.48], [0.91, -0.55, -0.03], [-0.67, -0.60, 0.00], [0.57, 0.58, 0.18], [-0.43, -1.55, -0.31], [0.94, -0.12, -1.12], [0.05, 0.85, 1.78], [-0.19, 0.26, -0.02], [-0.08, 0.09, 0.14], [0.11, -0.09, -0.13], [0.60, -0.72, 0.14], [0.30, 0.00, 0.49], [-0.30, 0.26, 0.38], [-0.09, -0.44, 0.09], [-0.57, -0.13, -0.59], [-0.33, 0.69, -0.54], [-0.53, -0.73, -0.34], [-0.14, 1.82, 0.22], [0.85, 0.51, -0.43], [0.09, -0.68, 0.37], [-4.20, 1.92, 0.61], [2.10, -1.96, -0.12], [0.16, -0.08, 0.05], [0.52, -0.20, -0.01], [-0.31, -0.36, -0.33], [0.85, 0.63, -0.35]], "relative_energy_ev": 0.000, "homo_energy_ev": [0.78, -6.59], "lumo_energy_ha": [0.076, 0.072], "s_squared": 0.75, "multiplicity": 2, "charge": -1, "homo_lumo_gap_ev": [1.28, 8.55]}

---

> What is the charge in the first record?

0